# 1
Formula: H25MnO13P
Source: OMol25
Level of theory: ωB97M-V/def2-TZVPD

```
! wB97M-V def2-TZVPD RIJCOSX def2/J DEFGRID3
* xyz 6 6
Mn -2.738 -0.995 0.024
P -0.222 -0.391 0.180
O -1.078 -1.083 -3.398
O 0.070 1.091 0.486
O 1.028 -1.341 -0.073
O -1.083 -0.559 -1.098
O -1.003 2.421 -1.487
O -0.992 0.027 3.451
O -3.370 1.045 -0.009
O 2.597 -1.330 1.925
O 2.780 1.417 0.072
O -0.074 -3.582 -0.749
O -1.184 -0.919 1.270
O 0.162 2.860 2.142
O 2.114 -0.886 -2.281
H -1.107 -0.896 -2.444
H -1.026 -3.466 -0.673
H -0.085 -0.048 3.764
H -3.074 1.954 -0.066
H -1.268 0.945 3.522
H 1.658 -0.131 -2.663
H -0.488 -1.832 -3.519
H 1.834 1.275 0.129
H -0.518 1.948 -0.796
H 0.183 -3.594 -1.676
H -0.914 3.379 -1.440
H 2.022 -1.586 2.654
H 0.426 -2.831 -0.398
H -0.644 2.157 -2.340
H 2.219 -1.555 -2.965
H -1.097 -0.357 2.565
H 3.111 1.212 0.947
H -4.325 1.109 0.076
H 2.959 -0.498 2.246
H 0.767 2.625 2.853
H -0.728 2.898 2.505
H -0.853 -0.274 -3.869
H 0.222 2.170 1.463
H 1.678 -1.194 -1.472
H 2.041 -1.185 1.145
*
```

## Properties
Lowest unoccupied orbital energy (alpha / beta)   -20.91 / -21.14 eV
⟨S²⟩   8.7524
Molecular weight   319.1 g/mol
HOMO-LUMO gap (alpha / beta)   8.84 / 8.61 eV
Electronic energy   -2482.2514 hartree

---

# 2
Formula: C16H16N4O2S2
Source: OMol25
Level of theory: ωB97M-V/def2-TZVPD

```
! wB97M-V def2-TZVPD RIJCOSX def2/J DEFGRID3
* xyz 0 1
S -0.853 1.284 -0.028
S 2.160 -1.634 -1.224
O 3.675 0.221 1.704
O 3.427 2.664 -1.157
N 1.557 0.728 1.131
N -6.162 0.418 -0.549
N -1.659 -0.584 1.516
N -0.372 -0.484 1.762
C -5.267 1.225 -1.091
C 0.932 -2.522 -2.041
C -3.493 0.309 0.217
C 2.550 -0.169 1.509
C 2.162 -1.629 1.586
C 4.433 1.674 -1.111
C 0.094 -3.143 -1.175
C -5.752 -0.444 0.368
C 0.232 0.420 1.061
C 1.521 -2.104 0.323
C 2.153 2.215 -0.796
C -2.112 0.236 0.631
C 1.965 2.069 0.736
C 0.432 -2.903 0.177
C -4.439 -0.545 0.790
C -3.925 1.216 -0.750
H 0.915 -2.525 -3.113
H -0.740 -3.748 -1.482
H 5.349 2.160 -1.437
H -0.123 -3.296 1.010
H 4.193 0.846 -1.789
H 1.461 2.965 -1.187
H 1.473 -1.785 2.417
H -3.228 1.894 -1.220
H 3.086 -2.181 1.781
H -5.647 1.913 -1.835
H 1.226 2.782 1.105
H -4.133 -1.255 1.540
H 2.920 2.271 1.225
H 1.937 1.251 -1.281
H -6.520 -1.083 0.782
H 4.574 1.273 -0.103
*
```

## Properties
Lowest unoccupied orbital energy   -0.45 eV
Molecular weight   360.5 g/mol
HOMO-LUMO gap   8.40 eV
Electronic energy   -1785.1510 hartree
Energy above the lowest of the compared OMol25 structures with the same formula, charge and spin   2.342 eV

---

# 3
Formula: C21H13Cl48IN2O4P
Source: OMol25
Level of theory: ωB97M-V/def2-TZVPD

```
! wB97M-V def2-TZVPD RIJCOSX def2/J DEFGRID3
* xyz 1 1
I -5.899 -3.004 -5.277
Cl -1.546 1.694 0.865
Cl 3.275 -2.828 2.475
Cl 3.644 2.019 9.622
Cl -3.374 5.675 3.051
Cl 8.094 3.345 5.731
Cl -4.765 -7.877 -3.588
Cl 6.778 6.354 2.894
Cl 3.221 2.753 -2.564
Cl -7.301 -6.578 -3.118
Cl -4.520 8.287 3.471
Cl 2.741 0.558 3.300
Cl 7.268 -3.604 -1.422
Cl -7.182 -9.441 -3.458
Cl 5.060 1.907 -0.508
Cl 1.578 -3.786 0.349
Cl 2.009 3.000 4.664
Cl 7.212 3.505 2.597
Cl 1.639 2.742 1.798
Cl 9.432 5.338 2.414
Cl 5.527 2.221 6.387
Cl 1.545 3.639 8.480
Cl -6.482 -1.546 -1.944
Cl -3.734 0.694 4.885
Cl 2.208 3.888 11.277
Cl 7.431 5.237 0.323
Cl 4.289 -2.963 -0.217
Cl 5.887 3.854 -2.470
Cl -7.275 0.621 -0.204
Cl -2.302 7.960 1.656
Cl 4.289 2.953 2.891
Cl 7.648 -3.708 1.436
Cl -2.784 4.081 -0.147
Cl -6.344 0.276 6.039
Cl -4.906 6.937 0.952
Cl 5.842 5.080 6.232
Cl -6.070 0.659 3.194
Cl 2.302 -0.994 0.470
Cl -5.932 -1.685 0.888
Cl 3.950 4.571 -0.449
Cl 4.036 4.859 9.270
Cl -1.860 2.039 -1.972
Cl -5.138 -1.782 4.419
Cl 7.045 3.611 8.412
Cl -4.483 0.172 -0.766
Cl -6.715 -7.700 -5.710
Cl 9.933 -3.658 -0.324
Cl 0.044 3.683 -0.555
Cl 8.271 -6.010 -0.187
P -3.578 -3.577 -2.530
O -3.361 -2.988 -1.067
O -0.382 -1.679 -5.846
O -0.366 -3.903 -5.692
O -2.278 -4.471 -2.867
N -4.890 -4.371 -2.596
N -4.130 -0.723 -5.429
C -6.497 -7.902 -3.965
C -1.531 2.887 -0.433
C 6.626 3.570 6.695
C 8.285 -4.248 -0.121
C -3.151 0.173 -5.219
C -5.324 -0.036 4.638
C -4.285 -1.827 -4.683
C 2.862 3.601 9.663
C -2.343 -1.191 -3.424
C 4.535 3.274 -1.494
C 2.673 2.319 3.178
C -1.252 -1.386 -2.403
C -3.775 7.217 2.286
C -0.134 -2.660 -5.199
C -3.416 -2.101 -3.633
C 0.438 -2.623 -3.807
C 2.866 -2.644 0.770
C 0.144 -1.313 -3.084
C -2.244 -0.036 -4.222
C 7.718 5.116 2.065
C -6.059 -0.619 -0.497
H -1.307 -0.554 -1.702
H 0.042 -3.471 -3.252
H -1.449 0.678 -4.105
H 0.226 -0.460 -3.749
H -1.294 -2.337 -1.893
H -3.479 -2.024 -1.036
H -4.739 -5.330 -2.888
H 1.510 -2.819 -3.893
H -3.105 1.022 -5.884
H -1.972 -4.320 -3.773
H -4.785 -0.566 -6.186
H -1.141 -3.861 -6.268
H 0.877 -1.203 -2.291
*
```

## Properties
Lowest unoccupied orbital energy   -4.18 eV
Molecular weight   2217.0 g/mol
HOMO-LUMO gap   7.63 eV
Electronic energy   -23946.4454 hartree